# 1
Entry from the OMol25 dataset: a 13-piece molecular cluster, C38H86O13 overall (ωB97M-V/def2-TZVPD).

Results
Gap between HOMO and LUMO: 8.724 eV
Energy: -2477.353964 Ha
Molar mass: 751.1 g mol⁻¹
Strongest force on any atom: 0.0685 hartree/bohr
ΔE to the lowest compared entry with this formula, charge and spin: 0.0000 eV

The geometry in ORCA input format:
```
! wB97M-V def2-TZVPD RIJCOSX def2/J DEFGRID3
* xyz 0 1
C -5.41 2.03 2.16
C -5.04 0.80 1.39
C -3.57 0.49 1.66
O -3.51 0.99 3.02
C -4.27 2.15 3.11
H -6.42 1.85 2.53
H -5.50 2.87 1.47
H -5.26 0.83 0.32
H -5.57 -0.11 1.68
H -2.91 1.12 1.06
H -3.30 -0.55 1.47
H -3.55 2.92 2.81
H -4.57 2.44 4.12
C 0.21 3.09 -4.51
C -0.49 2.18 -5.50
C 0.34 0.88 -5.42
O 1.68 1.31 -5.13
C 1.68 2.76 -4.87
H 0.09 2.77 -3.47
H -0.12 4.13 -4.50
H -0.58 2.56 -6.52
H -1.51 2.02 -5.16
H 0.24 0.44 -6.41
H -0.11 0.36 -4.58
H 1.97 3.17 -5.84
H 2.43 3.06 -4.14
C -0.52 -1.78 3.49
C 0.17 -2.62 4.48
C 0.31 -1.80 5.72
O -1.01 -1.19 5.73
C -1.42 -0.94 4.38
H -1.08 -2.30 2.71
H 0.21 -1.16 2.96
H 1.13 -3.02 4.15
H -0.49 -3.48 4.61
H 1.00 -0.95 5.70
H 0.39 -2.38 6.64
H -1.33 0.13 4.15
H -2.47 -1.21 4.28
C 3.19 -3.07 -2.28
C 2.36 -2.75 -3.50
C 3.07 -1.69 -4.19
O 4.46 -1.73 -3.70
C 4.53 -2.91 -2.86
H 2.93 -4.04 -1.84
H 2.88 -2.35 -1.53
H 1.29 -2.63 -3.34
H 2.34 -3.70 -4.04
H 2.66 -0.76 -3.79
H 2.90 -1.82 -5.26
H 5.33 -2.81 -2.13
H 4.88 -3.71 -3.51
C -2.86 5.34 -0.95
C -2.86 4.39 -2.11
C -3.96 3.35 -1.81
O -4.69 3.85 -0.72
C -4.31 5.17 -0.44
H -2.52 6.34 -1.19
H -2.09 4.94 -0.29
H -1.88 3.97 -2.33
H -3.05 4.99 -3.00
H -3.39 2.45 -1.59
H -4.65 3.19 -2.64
H -4.38 5.39 0.63
H -4.95 5.90 -0.94
C 3.20 -1.96 2.32
C 3.23 -0.42 2.57
C 4.75 -0.16 2.58
O 5.16 -0.98 1.55
C 4.49 -2.21 1.54
H 2.33 -2.37 1.82
H 3.33 -2.48 3.26
H 2.75 -0.22 3.53
H 2.69 0.11 1.78
H 5.16 -0.41 3.56
H 5.05 0.89 2.50
H 5.10 -2.95 2.08
H 4.42 -2.60 0.53
C -0.12 2.59 3.06
C -0.80 3.88 3.34
C 0.29 4.87 3.12
O 0.94 4.28 2.00
C 0.72 2.92 1.89
H -0.74 1.73 2.80
H 0.52 2.39 3.93
H -1.31 4.02 4.30
H -1.62 4.03 2.63
H 1.00 4.94 3.94
H -0.21 5.78 2.81
H 1.66 2.38 1.89
H 0.21 2.73 0.95
C 2.60 1.63 -1.53
C 2.89 3.02 -1.09
C 4.23 2.92 -0.31
O 4.72 1.67 -0.84
C 3.98 1.08 -1.87
H 1.87 1.61 -2.34
H 2.22 1.01 -0.72
H 2.05 3.34 -0.46
H 2.88 3.66 -1.97
H 3.97 2.77 0.74
H 4.95 3.74 -0.36
H 4.10 0.01 -2.05
H 4.32 1.50 -2.82
O -2.24 -4.41 -1.19
H -2.26 -4.43 -2.14
H -2.23 -3.48 -0.97
O -2.48 -1.80 -4.58
H -2.44 -2.68 -4.22
H -2.94 -1.28 -3.91
O -4.35 -1.12 -2.13
H -4.66 -1.85 -2.66
H -5.14 -0.67 -1.84
C 0.94 -7.60 2.50
C -0.13 -6.53 2.25
C 0.34 -5.45 1.26
O -1.24 -7.19 1.66
H 1.29 -7.99 1.55
H 0.58 -8.44 3.08
H 1.79 -7.19 3.05
H -0.42 -6.00 3.16
H 1.14 -4.91 1.76
H -0.49 -4.76 1.10
H 0.73 -5.89 0.34
H -1.95 -6.53 1.72
C -1.17 0.40 -1.47
C -0.97 -1.08 -1.14
C 0.24 -1.23 -0.13
O -2.14 -1.65 -0.61
H -0.29 0.98 -1.75
H -1.54 0.89 -0.57
H -1.96 0.56 -2.21
H -0.65 -1.52 -2.09
H 1.13 -0.83 -0.61
H 0.42 -2.28 0.11
H -0.01 -0.64 0.75
H -2.90 -1.34 -1.10
*
```

# 2
Entry from the OMol25 dataset: a 8-piece molecular cluster, C38H90BrN4O32P8 overall (ωB97M-V/def2-TZVPD).

Results
Gap between HOMO and LUMO: 5.384 eV
Energy: -9431.833885 Ha
Molar mass: 1442.8 g mol⁻¹
Strongest force on any atom: 0.2428 hartree/bohr

The geometry in ORCA input format:
```
! wB97M-V def2-TZVPD RIJCOSX def2/J DEFGRID3
* xyz 1 1
C 0.70 7.72 -2.08
C -0.24 6.37 -2.05
C 0.36 5.25 -3.13
C 1.50 4.26 -2.41
C 1.81 2.90 -3.29
C 3.21 2.49 -4.01
P 4.66 3.77 -3.73
N 4.17 5.30 -4.58
O 4.89 4.06 -2.02
N 3.61 1.33 -4.83
N 2.67 0.40 -5.09
N 3.05 -0.71 -5.88
C 4.33 -0.47 -6.32
O 5.66 -0.35 -6.59
C 1.29 0.55 -4.53
C 0.24 -0.68 -4.95
C 0.61 -2.12 -4.25
C 0.27 -2.21 -2.65
C 1.11 -3.54 -2.08
O 2.53 -3.14 -1.98
C 2.99 -3.19 -0.57
O 3.83 -4.21 -0.25
C 0.66 1.71 -3.58
C -0.86 1.78 -2.96
C -0.89 1.97 -1.30
C -2.03 3.08 -0.87
Br -3.86 2.21 -0.66
H 0.23 8.59 -2.71
H 1.71 7.41 -2.61
H 0.86 8.13 -0.99
H -0.42 5.92 -0.98
H -1.30 6.69 -2.49
H 0.93 5.81 -4.02
H -0.51 4.66 -3.63
H 2.46 4.96 -2.29
H 1.10 4.07 -1.33
H 4.56 5.14 -5.56
H 4.82 6.05 -4.20
H 4.42 3.38 -1.45
H -0.89 -0.37 -4.87
H 0.43 -0.84 -6.12
H 1.72 -2.45 -4.39
H -0.07 -2.93 -4.80
H -0.89 -2.48 -2.56
H 0.50 -1.24 -2.04
H 0.67 -3.98 -1.09
H 1.05 -4.38 -2.93
H 2.67 -2.37 0.20
H -1.45 2.70 -3.39
H -1.52 0.84 -3.17
H -1.26 0.93 -0.85
H 0.18 2.16 -0.85
H -1.81 3.57 0.19
H -2.19 3.92 -1.69
C 6.01 10.27 -4.49
O 6.90 9.40 -3.81
P 6.67 9.15 -2.12
O 5.20 8.76 -2.35
O 6.80 10.76 -1.85
C 8.12 11.28 -1.79
O 6.44 8.90 -0.42
C 6.79 7.59 0.00
H 5.52 9.71 -5.30
H 5.24 10.70 -3.84
H 6.59 11.08 -4.93
H 8.15 12.23 -2.33
H 8.84 10.59 -2.23
H 8.39 11.45 -0.74
H 7.85 7.41 -0.20
H 6.18 6.85 -0.53
H 6.60 7.50 1.07
C -5.47 -0.20 2.45
O -4.39 -1.01 2.89
P -3.87 -2.32 1.88
O -3.72 -1.37 0.69
O -5.39 -2.95 1.91
C -5.72 -3.72 3.05
O -3.36 -3.62 0.87
C -1.96 -3.86 0.94
H -5.13 0.84 2.39
H -5.87 -0.51 1.48
H -6.27 -0.26 3.19
H -6.74 -3.47 3.36
H -5.04 -3.52 3.88
H -5.67 -4.78 2.80
H -1.69 -4.14 1.97
H -1.41 -2.97 0.64
H -1.71 -4.69 0.27
C -8.51 -4.54 0.60
O -9.87 -4.67 0.25
P -11.03 -4.91 1.51
O -10.52 -3.67 2.25
O -10.23 -6.25 2.01
C -10.49 -7.44 1.29
O -12.19 -5.15 2.77
C -13.44 -4.54 2.50
H -8.14 -3.58 0.24
H -8.33 -4.61 1.68
H -7.95 -5.34 0.11
H -9.54 -7.97 1.14
H -10.94 -7.23 0.32
H -11.16 -8.07 1.88
H -13.87 -4.99 1.59
H -13.32 -3.47 2.36
H -14.11 -4.72 3.34
C -9.31 -2.61 -6.94
O -10.03 -3.19 -5.86
P -9.64 -2.69 -4.25
O -9.82 -1.22 -4.63
O -8.07 -3.15 -4.48
C -7.80 -4.53 -4.32
O -9.24 -2.20 -2.64
C -10.36 -2.18 -1.78
H -10.02 -2.12 -7.61
H -8.56 -1.89 -6.62
H -8.81 -3.42 -7.49
H -7.12 -4.85 -5.12
H -8.72 -5.13 -4.38
H -7.32 -4.70 -3.36
H -10.78 -3.19 -1.70
H -11.12 -1.49 -2.16
H -10.04 -1.85 -0.79
C 8.60 -3.06 2.55
O 7.56 -3.74 3.24
P 7.65 -5.46 3.38
O 9.06 -5.37 3.96
O 7.72 -5.60 1.74
C 6.49 -5.53 1.06
O 7.74 -7.19 3.51
C 7.20 -7.68 4.72
H 9.06 -2.34 3.23
H 9.37 -3.73 2.17
H 8.16 -2.53 1.71
H 6.62 -4.92 0.16
H 5.71 -5.09 1.68
H 6.19 -6.54 0.76
H 6.14 -7.42 4.78
H 7.74 -7.25 5.58
H 7.31 -8.76 4.74
C -3.66 -8.85 4.32
O -4.87 -8.81 5.07
P -5.14 -7.47 6.12
O -4.89 -6.49 4.97
O -3.74 -7.78 6.92
C -3.80 -8.80 7.90
O -5.42 -6.12 7.17
C -6.78 -5.76 7.26
H -3.91 -8.90 3.26
H -3.02 -7.99 4.50
H -3.12 -9.76 4.60
H -2.90 -9.42 7.82
H -4.68 -9.43 7.77
H -3.82 -8.34 8.89
H -7.35 -6.59 7.68
H -7.17 -5.49 6.28
H -6.87 -4.90 7.93
C 12.17 7.38 0.84
O 10.97 7.42 1.59
P 10.69 8.77 2.64
O 10.94 9.75 1.49
O 12.10 8.45 3.43
C 12.04 7.44 4.42
O 10.42 10.12 3.69
C 9.05 10.48 3.78
H 11.92 7.33 -0.22
H 12.82 8.25 1.02
H 12.72 6.48 1.12
H 12.94 6.82 4.34
H 11.16 6.80 4.29
H 12.01 7.90 5.41
H 8.48 9.64 4.20
H 8.66 10.74 2.80
H 8.96 11.34 4.45
*
```

Number 1 is which compound? C38H86O13